1.
{
  "formula": "C27H35GeIrN3O7",
  "method": "ωB97M-V/def2-TZVPD",
  "species": ["Ir", "O", "C", "O", "C", "C", "C", "C", "C", "O", "C", "C", "O", "O", "H", "H", "H", "H", "H", "H", "H", "H", "C", "C", "C", "C", "C", "C", "C", "C", "C", "C", "C", "C", "O", "H", "H", "H", "H", "H", "H", "H", "H", "H", "H", "H", "H", "H", "H", "H", "H", "H", "C", "Ge", "C", "C", "C", "H", "H", "H", "H", "H", "H", "H", "H", "H", "H", "O", "N", "C", "C", "N", "C", "N"],
  "coordinates": [[0.017, -0.716, 0.258], [1.241, 3.489, 0.604], [1.096, 2.297, 0.867], [0.667, 1.415, 0.039], [1.374, 1.877, 2.319], [0.070, 1.400, 2.979], [0.240, 1.357, 4.507], [1.089, 0.065, 4.683], [1.302, -0.339, 3.219], [0.041, 0.011, 2.639], [2.276, 0.630, 2.547], [2.891, 0.009, 1.279], [4.032, 0.348, 0.983], [2.196, -0.895, 0.691], [1.763, 2.764, 2.812], [-0.833, 1.904, 2.647], [0.737, 2.251, 4.883], [-0.731, 1.262, 4.992], [2.029, 0.233, 5.208], [0.520, -0.707, 5.201], [1.507, -1.390, 3.042], [3.120, 0.872, 3.192], [0.684, -5.719, 0.162], [1.154, -4.273, 0.328], [2.027, -4.132, 1.581], [1.928, -3.768, -0.874], [3.083, -4.406, -1.302], [3.858, -3.881, -2.327], [3.497, -2.664, -2.890], [2.356, -1.995, -2.477], [1.993, -0.627, -3.015], [1.423, -0.725, -4.432], [3.169, 0.347, -2.948], [1.513, -2.580, -1.510], [0.319, -2.053, -1.252], [0.104, -6.030, 1.035], [1.535, -6.397, 0.058], [0.054, -5.821, -0.724], [0.279, -3.636, 0.452], [2.870, -4.828, 1.544], [1.446, -4.335, 2.486], [2.423, -3.117, 1.637], [3.397, -5.328, -0.821], [4.751, -4.400, -2.656], [4.132, -2.228, -3.654], [1.215, -0.228, -2.364], [2.183, -1.084, -5.132], [1.074, 0.254, -4.773], [0.579, -1.419, -4.454], [4.029, -0.012, -3.521], [3.474, 0.488, -1.910], [2.871, 1.318, -3.352], [-3.759, -1.376, -1.631], [-2.890, 0.335, -1.207], [-4.296, 1.735, -1.212], [-1.627, 0.840, -2.618], [-1.909, 0.226, 0.482], [-4.164, -1.387, -2.644], [-4.567, -1.570, -0.924], [-3.020, -2.174, -1.530], [-4.797, 1.748, -2.182], [-3.841, 2.712, -1.039], [-5.037, 1.563, -0.430], [-2.076, 0.854, -3.613], [-0.799, 0.132, -2.603], [-1.218, 1.827, -2.395], [-1.808, 1.214, 0.931], [-1.598, -1.838, 1.340], [-2.333, -0.752, 1.427], [-3.043, -0.483, 2.581], [-3.139, -1.407, 3.638], [-3.271, -2.108, 4.552], [-3.714, 0.740, 2.743], [-4.293, 1.729, 2.929]],
  "spin_multiplicity": 2,
  "charge": -2,
  "e_above_lowest_kj_mol": 177.5,
  "orbital_gap_ha": [0.218, 0.263],
  "energy_ha": -3922.00645
}


2.
{
  "formula": "C27H35N2O5S",
  "method": "ωB97M-V/def2-TZVPD",
  "species": ["C", "C", "O", "C", "O", "C", "C", "N", "S", "O", "O", "C", "C", "C", "C", "C", "C", "C", "C", "C", "C", "C", "N", "C", "C", "C", "C", "C", "C", "C", "C", "C", "C", "C", "O", "H", "H", "H", "H", "H", "H", "H", "H", "H", "H", "H", "H", "H", "H", "H", "H", "H", "H", "H", "H", "H", "H", "H", "H", "H", "H", "H", "H", "H", "H", "H", "H", "H", "H", "H"],
  "coordinates": [[3.855, -1.560, 3.281], [3.067, -0.354, 3.728], [1.780, -0.510, 3.099], [0.913, 0.543, 3.190], [0.909, 1.311, 4.121], [0.022, 0.558, 1.937], [0.879, 1.160, 0.852], [0.604, 0.683, -0.459], [1.789, -0.211, -1.149], [2.122, -1.379, -0.356], [2.874, 0.549, -1.707], [0.770, -0.721, -2.520], [1.312, -1.009, -3.782], [0.439, -1.347, -4.816], [-0.944, -1.419, -4.598], [-1.879, -1.748, -5.727], [-1.450, -1.158, -3.321], [-0.596, -0.792, -2.283], [0.972, 2.695, 0.844], [1.663, 3.330, 1.881], [1.704, 4.712, 1.951], [1.113, 5.499, 0.928], [1.149, 6.889, 0.972], [1.874, 7.676, -0.011], [0.677, 7.669, 2.099], [0.497, 4.825, -0.157], [0.417, 3.442, -0.191], [-0.384, -0.897, 1.655], [-0.704, -1.828, 2.821], [-1.748, -1.456, 3.858], [-3.129, -1.015, 3.336], [-3.237, 0.504, 3.218], [-2.587, 1.042, 1.946], [-1.170, 1.505, 2.256], [-1.008, 2.600, 2.744], [4.906, -1.428, 3.535], [3.494, -2.468, 3.779], [3.774, -1.706, 2.197], [2.936, -0.303, 4.816], [3.511, 0.579, 3.355], [1.938, 0.875, 0.983], [2.387, -0.941, -3.937], [0.839, -1.559, -5.810], [-2.899, -1.853, -5.343], [-1.875, -0.956, -6.488], [-1.594, -2.681, -6.229], [-2.521, -1.233, -3.135], [-0.979, -0.528, -1.302], [2.161, 2.721, 2.637], [2.223, 5.199, 2.781], [2.143, 7.056, -0.875], [1.243, 8.521, -0.328], [2.791, 8.099, 0.442], [-0.052, 7.110, 2.695], [1.505, 7.999, 2.742], [0.201, 8.578, 1.707], [0.036, 5.410, -0.952], [-0.059, 2.904, -1.015], [-1.188, -0.915, 0.910], [0.471, -1.355, 1.137], [0.235, -2.014, 3.353], [-0.987, -2.786, 2.357], [-1.349, -0.698, 4.553], [-1.907, -2.367, 4.456], [-3.890, -1.343, 4.059], [-3.353, -1.497, 2.372], [-2.766, 0.981, 4.095], [-4.292, 0.800, 3.214], [-3.148, 1.928, 1.618], [-2.592, 0.322, 1.118]],
  "charge": -1,
  "orbital_gap_ha": 0.262,
  "energy_ha": -1933.74692
}


3.
{
  "formula": "C27H36AsBrClIMnNO7SSi",
  "method": "ωB97M-V/def2-TZVPD",
  "species": ["Mn", "Cl", "C", "C", "C", "I", "C", "O", "C", "N", "C", "C", "C", "C", "H", "H", "H", "H", "O", "As", "O", "O", "C", "C", "C", "C", "C", "C", "S", "O", "O", "O", "H", "H", "H", "H", "H", "C", "C", "C", "C", "Si", "Br", "C", "C", "C", "C", "C", "C", "C", "C", "H", "H", "H", "H", "H", "H", "H", "H", "H", "H", "H", "H", "H", "H", "H", "H", "H", "H", "H", "H", "H", "H", "H", "H", "H", "H", "H"],
  "coordinates": [[-1.640, 1.260, -0.030], [-2.130, 5.467, -5.297], [-1.959, 4.767, -3.737], [-1.789, 5.581, -2.646], [-1.661, 5.053, -1.344], [-1.451, 6.292, 0.287], [-1.672, 3.683, -1.188], [-1.614, 3.031, -0.033], [-1.841, 2.850, -2.313], [-1.892, 1.531, -2.008], [-2.133, 0.662, -2.971], [-2.307, 1.074, -4.300], [-2.242, 2.406, -4.623], [-2.010, 3.350, -3.604], [-1.765, 6.653, -2.787], [-2.211, -0.377, -2.683], [-2.502, 0.327, -5.055], [-2.383, 2.737, -5.643], [-2.534, -3.042, 0.063], [-3.253, -1.451, -0.007], [-4.233, -1.266, -1.274], [-1.805, -0.477, -0.213], [-3.869, -1.313, 1.812], [-4.348, -2.492, 2.366], [-4.891, -2.491, 3.647], [-4.962, -1.319, 4.378], [-4.481, -0.133, 3.837], [-3.941, -0.140, 2.564], [-3.300, 1.373, 1.942], [-3.556, 1.315, 0.452], [-3.868, 2.461, 2.649], [-1.800, 1.284, 1.960], [-2.706, -3.502, -0.771], [-4.297, -3.415, 1.806], [-5.264, -3.416, 4.064], [-5.392, -1.319, 5.370], [-4.531, 0.795, 4.389], [0.453, -2.166, -1.361], [1.957, -1.915, -1.170], [2.533, -1.509, -2.532], [2.621, -3.239, -0.741], [2.311, -0.593, 0.160], [0.829, 1.190, -0.444], [3.976, 0.337, -0.025], [4.199, 1.299, 1.153], [5.127, -0.685, -0.050], [4.081, 1.183, -1.308], [1.838, -1.071, 1.945], [0.607, -1.986, 2.002], [3.018, -1.827, 2.587], [1.510, 0.163, 2.802], [0.319, -2.834, -2.217], [-0.095, -1.245, -1.567], [-0.009, -2.639, -0.497], [2.240, -2.258, -3.274], [3.621, -1.473, -2.525], [2.156, -0.542, -2.874], [2.403, -4.002, -1.494], [2.244, -3.611, 0.211], [3.706, -3.158, -0.669], [4.251, 0.792, 2.115], [3.422, 2.065, 1.208], [5.153, 1.812, 1.007], [5.160, -1.320, 0.836], [6.073, -0.137, -0.095], [5.088, -1.325, -0.931], [3.284, 1.920, -1.403], [4.100, 0.581, -2.212], [5.023, 1.738, -1.269], [0.772, -2.953, 1.529], [-0.269, -1.525, 1.546], [0.373, -2.179, 3.054], [3.310, -2.712, 2.018], [2.706, -2.168, 3.578], [3.900, -1.203, 2.724], [0.576, 0.630, 2.493], [2.288, 0.923, 2.791], [1.383, -0.161, 3.839]],
  "spin_multiplicity": 2,
  "charge": 1,
  "orbital_gap_ha": [0.201, 0.202],
  "energy_ha": -9038.08347
}


4.
{
  "formula": "C27H36BFeN12O2S",
  "method": "ωB97M-V/def2-TZVPD",
  "species": ["Fe", "C", "C", "C", "C", "N", "N", "B", "N", "C", "C", "C", "C", "N", "N", "C", "C", "C", "C", "N", "N", "C", "C", "C", "C", "N", "H", "H", "H", "H", "H", "H", "H", "H", "H", "H", "H", "H", "H", "H", "H", "H", "H", "H", "H", "H", "O", "C", "N", "C", "O", "C", "C", "C", "C", "N", "C", "H", "H", "H", "H", "H", "H", "H", "H", "S", "C", "N", "C", "C", "C", "N", "H", "H", "H", "H", "H", "H", "H", "H"],
  "coordinates": [[-0.518, -0.210, 0.585], [-2.715, 2.726, 0.069], [-2.198, 1.995, -1.121], [-2.404, 2.306, -2.463], [-1.735, 1.328, -3.170], [-1.153, 0.491, -2.299], [-1.448, 0.889, -1.043], [-0.287, -0.757, -2.589], [1.104, -0.571, -1.925], [2.315, -0.524, -2.497], [3.269, -0.370, -1.507], [2.553, -0.347, -0.313], [3.067, -0.256, 1.084], [1.248, -0.469, -0.589], [-0.971, -1.963, -1.928], [-1.434, -3.119, -2.431], [-1.961, -3.869, -1.399], [-1.786, -3.098, -0.254], [-2.146, -3.450, 1.147], [-1.192, -1.947, -0.591], [-0.093, -0.879, -4.091], [0.458, 0.078, -4.898], [0.426, -0.383, -6.184], [-0.173, -1.666, -6.101], [-0.469, -2.632, -7.189], [-0.469, -1.930, -4.839], [-3.529, 3.380, -0.230], [-3.080, 2.024, 0.820], [-1.936, 3.342, 0.515], [-2.969, 3.130, -2.859], [-1.664, 1.187, -4.233], [2.450, -0.618, -3.559], [4.333, -0.284, -1.634], [4.153, -0.251, 1.077], [2.715, 0.645, 1.591], [2.723, -1.115, 1.662], [-1.353, -3.320, -3.483], [-2.414, -4.842, -1.454], [-2.641, -4.417, 1.169], [-1.244, -3.501, 1.758], [-2.816, -2.702, 1.573], [0.826, 1.010, -4.502], [0.773, 0.112, -7.073], [-0.150, -2.251, -8.154], [0.028, -3.583, -6.996], [-1.539, -2.839, -7.225], [5.723, 2.541, -1.100], [5.208, 3.732, -0.570], [3.916, 3.362, -0.032], [3.084, 4.259, 0.540], [3.313, 5.446, 0.608], [1.843, 3.659, 1.148], [1.303, 4.258, 2.281], [0.198, 3.679, 2.887], [-0.322, 2.521, 2.338], [0.173, 1.959, 1.234], [1.220, 2.530, 0.641], [6.612, 2.686, -1.437], [5.075, 4.511, -1.330], [5.842, 4.141, 0.227], [3.752, 2.369, 0.003], [1.754, 5.167, 2.658], [-0.244, 4.111, 3.772], [-1.179, 2.033, 2.783], [1.546, 2.082, -0.290], [-0.899, -0.860, 2.718], [-1.533, -1.504, 4.192], [-2.353, -0.764, 4.913], [-2.914, -1.203, 6.192], [-3.028, -2.721, 6.198], [-1.698, -3.349, 5.803], [-1.196, -2.719, 4.580], [-2.564, 0.163, 4.580], [-3.894, -0.744, 6.313], [-2.266, -0.860, 7.001], [-3.806, -3.032, 5.499], [-3.311, -3.067, 7.189], [-1.824, -4.414, 5.615], [-0.962, -3.225, 6.601], [-0.524, -3.225, 4.025]],
  "spin_multiplicity": 2,
  "charge": 2,
  "e_above_lowest_kj_mol": 204.0,
  "orbital_gap_ha": [0.171, 0.216],
  "energy_ha": -3544.36366
}


5.
{
  "formula": "C27H36BIN5O3",
  "method": "ωB97M-V/def2-TZVPD",
  "species": ["O", "B", "O", "C", "C", "O", "C", "C", "C", "C", "I", "C", "N", "H", "H", "H", "H", "H", "H", "H", "H", "H", "H", "H", "H", "H", "H", "H", "H", "N", "C", "C", "C", "C", "C", "H", "H", "H", "H", "H", "N", "C", "C", "C", "C", "C", "H", "H", "H", "H", "H", "N", "C", "C", "C", "C", "C", "H", "H", "H", "H", "H", "N", "C", "C", "C", "C", "C", "H", "H", "H", "H", "H"],
  "coordinates": [[6.441, 1.536, -0.827], [5.196, 2.030, -0.628], [4.966, 3.106, 0.173], [3.992, 1.172, -1.282], [2.730, 1.929, -1.663], [1.646, 1.053, -1.849], [1.190, 0.585, -0.592], [-0.140, -0.150, -0.751], [-1.317, 0.592, -0.126], [-1.574, 1.939, -0.810], [-3.643, 2.401, -0.786], [2.247, -0.320, 0.054], [3.687, -0.005, -0.350], [6.988, 1.457, -0.026], [4.230, 3.693, -0.046], [4.392, 0.720, -2.190], [2.456, 2.689, -0.918], [2.921, 2.432, -2.611], [1.045, 1.457, 0.063], [-0.326, -0.253, -1.823], [-0.086, -1.159, -0.336], [-1.122, 0.752, 0.937], [-2.194, -0.043, -0.227], [-1.096, 2.766, -0.286], [-1.223, 1.956, -1.840], [2.190, -0.227, 1.137], [2.075, -1.365, -0.196], [4.051, -0.832, -0.817], [4.241, 0.076, 0.503], [-1.375, 1.493, 3.298], [-1.776, 1.027, 4.480], [-2.755, 1.637, 5.250], [-3.349, 2.794, 4.772], [-2.943, 3.292, 3.544], [-1.959, 2.604, 2.852], [-1.292, 0.121, 4.827], [-3.043, 1.211, 6.201], [-4.117, 3.297, 5.345], [-3.379, 4.188, 3.125], [-1.621, 2.958, 1.885], [7.772, -0.469, 0.775], [9.081, -0.375, 1.012], [9.996, -1.349, 0.642], [9.535, -2.483, -0.002], [8.175, -2.598, -0.251], [7.347, -1.567, 0.154], [9.411, 0.520, 1.526], [11.047, -1.215, 0.859], [10.219, -3.264, -0.305], [7.767, -3.466, -0.749], [6.279, -1.631, -0.034], [-2.728, -1.609, -2.198], [-3.909, -1.416, -2.783], [-4.506, -2.338, -3.630], [-3.841, -3.525, -3.888], [-2.608, -3.739, -3.290], [-2.099, -2.754, -2.459], [-4.403, -0.476, -2.560], [-5.471, -2.127, -4.069], [-4.274, -4.271, -4.541], [-2.052, -4.650, -3.462], [-1.138, -2.894, -1.975], [-7.231, -2.088, 0.046], [-6.467, -1.002, -0.050], [-6.925, 0.284, 0.194], [-8.249, 0.457, 0.562], [-9.056, -0.664, 0.668], [-8.502, -1.908, 0.399], [-5.433, -1.171, -0.333], [-6.243, 1.118, 0.091], [-8.645, 1.445, 0.762], [-10.097, -0.582, 0.950], [-9.107, -2.805, 0.472]],
  "charge": 1,
  "orbital_gap_ha": 0.296,
  "energy_ha": -1872.32110
}


6.
{
  "formula": "C27H36BrF3N2O11Si",
  "method": "ωB97M-V/def2-TZVPD",
  "species": ["C", "O", "C", "C", "C", "C", "C", "C", "N", "C", "C", "Br", "C", "C", "C", "C", "O", "Si", "C", "C", "C", "C", "C", "N", "H", "H", "H", "H", "H", "H", "H", "H", "H", "H", "H", "H", "H", "H", "H", "H", "H", "H", "H", "H", "H", "H", "H", "H", "H", "H", "H", "O", "C", "O", "C", "C", "F", "O", "H", "H", "H", "O", "C", "O", "C", "C", "F", "O", "H", "H", "H", "O", "C", "O", "C", "C", "F", "O", "H", "H", "H"],
  "coordinates": [[4.094, -3.752, 0.854], [4.830, -2.619, 0.327], [5.741, -2.996, -0.730], [7.112, -2.145, -0.738], [6.907, -0.572, -0.450], [6.136, 0.129, -1.693], [4.861, 1.005, -1.235], [5.065, 2.390, -0.547], [4.043, 3.277, -0.095], [2.762, 2.700, -0.414], [1.478, 3.541, -0.005], [1.703, 5.331, 0.872], [0.016, 3.047, -0.286], [-0.233, 1.679, -1.008], [-1.657, 1.067, -1.395], [-2.817, 1.296, -0.301], [-3.192, 0.080, 0.388], [-4.508, -0.751, -0.383], [-4.003, -1.771, -1.938], [-5.126, -2.069, 0.914], [-6.026, 0.341, -0.794], [1.031, 0.837, -1.377], [2.509, 1.329, -1.086], [3.574, 0.457, -1.512], [4.250, -4.732, 0.286], [4.378, -3.889, 1.955], [2.961, -3.522, 0.834], [6.041, -4.106, -0.720], [5.220, -2.819, -1.747], [7.634, -2.351, -1.754], [7.797, -2.643, 0.056], [6.430, -0.346, 0.566], [7.970, -0.113, -0.419], [5.753, -0.732, -2.360], [6.879, 0.766, -2.287], [6.155, 2.736, -0.384], [-0.875, 3.701, 0.033], [-1.507, -0.082, -1.469], [-1.991, 1.393, -2.451], [-3.678, 1.843, -0.820], [-2.404, 2.021, 0.505], [-4.898, -2.480, -2.144], [-3.093, -2.432, -1.730], [-3.882, -1.102, -2.873], [-5.707, -1.531, 1.765], [-5.831, -2.800, 0.359], [-4.219, -2.665, 1.290], [-6.063, 1.346, -0.247], [-6.169, 0.445, -1.941], [-6.964, -0.244, -0.439], [0.876, -0.177, -1.876], [4.169, 2.324, -5.502], [3.716, 3.274, -4.930], [4.468, 4.295, -4.428], [3.557, 5.275, -3.952], [2.322, 4.470, -3.704], [1.208, 5.210, -3.917], [2.387, 3.463, -4.693], [3.414, 6.041, -4.720], [3.931, 5.753, -3.045], [2.278, 4.009, -2.713], [-0.457, -6.346, 1.842], [-0.911, -5.405, 2.425], [-0.161, -4.383, 2.929], [-1.074, -3.412, 3.420], [-2.302, -4.227, 3.672], [-3.422, -3.492, 3.475], [-2.239, -5.225, 2.674], [-1.229, -2.641, 2.660], [-0.694, -2.939, 4.327], [-2.336, -4.696, 4.660], [-7.392, -0.434, 1.987], [-7.056, 0.248, 2.913], [-7.848, 1.193, 3.495], [-7.139, 1.676, 4.627], [-5.721, 1.361, 4.275], [-4.993, 1.088, 5.384], [-5.833, 0.179, 3.509], [-7.479, 1.146, 5.521], [-7.306, 2.745, 4.768], [-5.221, 2.135, 3.685]],
  "charge": 0,
  "orbital_gap_ha": 0.275,
  "energy_ha": -5150.49581
}